Computed, not measured: the ion C4H10N2 with charge -1 at a distorted geometry, with wB97M-V/def2-TZVPD.

```
16
C4H10N2 wB97M-V/def2-TZVPD
N 1.299 -1.039 0.804
N -0.699 -0.029 -1.925
C 1.284 1.364 0.720
C -0.838 0.106 0.581
C -1.292 -0.572 -0.701
C 0.670 0.170 0.700
H 0.303 -0.202 -1.984
H 0.695 2.272 0.731
H 0.887 -1.946 0.597
H -1.335 1.076 0.643
H -1.177 -1.657 -0.667
H -0.917 0.951 -1.957
H 2.350 1.482 0.869
H -1.140 -0.467 1.472
H 2.282 -1.009 0.998
H -2.373 -0.500 -0.880
```

Properties
Electronic energy = -7288.4184 eV
Charge = -1
M = 86.14 g/mol
<S²> = 0.750
Multiplicity = 2
Kohn-Sham gap (spin up / spin down) = 3.1 / 8.3 eV
HOMO energy (spin up / spin down) = 1.3 / -4.1 eV

How positive or negative is each atom? The Mulliken charges in e answer that: atom 1 (N): -1.683, atom 2 (N): -0.485, atom 3 (C): -1.098, atom 4 (C): -0.871, atom 5 (C): -1.932, atom 6 (C): -0.977, atom 7 (H): 0.283, atom 8 (H): 0.304, atom 9 (H): 1.131, atom 10 (H): 0.445, atom 11 (H): 0.713, atom 12 (H): 0.359, atom 13 (H): 0.497, atom 14 (H): 1.058, atom 15 (H): 0.741, atom 16 (H): 0.514